# 1
{
  "formula": "C29H53F9O12Zr",
  "method": "ωB97M-V/def2-TZVPD",
  "homo_energy_ha": -0.305,
  "energy_ha": -2985.49963,
  "orbital_gap_ev": 8.80,
  "multiplicity": 1,
  "total_charge": 0,
  "species": ["Zr", "C", "O", "O", "C", "F", "F", "F", "C", "C", "H", "H", "H", "H", "H", "H", "C", "O", "O", "C", "F", "F", "F", "C", "C", "H", "H", "H", "H", "H", "H", "C", "O", "O", "C", "F", "F", "F", "C", "C", "H", "H", "H", "H", "H", "H", "C", "C", "O", "H", "H", "H", "H", "H", "C", "C", "O", "C", "H", "H", "H", "H", "H", "H", "C", "C", "O", "C", "H", "H", "H", "H", "H", "H", "C", "C", "O", "C", "H", "H", "H", "H", "H", "H", "C", "C", "O", "C", "H", "H", "H", "H", "H", "H", "C", "C", "O", "C", "H", "H", "H", "H", "H", "H"],
  "coordinates": [[0.53710, 0.13804, -0.15721], [-0.16999, -0.60150, -3.69146], [-0.11876, -2.05162, -3.74632], [0.04660, -0.40434, -2.27146], [0.77934, 0.07543, -4.78906], [0.49475, -0.02086, -6.07475], [0.92086, 1.40280, -4.54084], [2.02494, -0.30432, -4.68391], [-0.33801, -2.61789, -5.05714], [-0.90616, -4.01796, -4.66943], [-1.53677, -4.57606, -5.36150], [-0.10306, -4.74519, -4.54993], [-1.49881, -4.10787, -3.75905], [0.63272, -2.71329, -5.54362], [-1.12112, -2.19706, -5.68782], [-1.17905, -0.25917, -3.92110], [3.56009, 1.98760, -0.54343], [3.53963, 2.48821, 0.79659], [2.31374, 1.31960, -0.78102], [3.98651, 3.24157, -1.48150], [4.28305, 2.79470, -2.60704], [3.01742, 4.12790, -1.70935], [4.89035, 3.96016, -0.98131], [4.62788, 2.16582, 1.66227], [4.91332, 3.31664, 2.68893], [4.03258, 3.27161, 3.32953], [5.80051, 3.20045, 3.31142], [4.87413, 4.28896, 2.19786], [5.51618, 2.19350, 1.03120], [4.56956, 1.18599, 2.13623], [4.34051, 1.25421, -0.74637], [-3.05894, 0.20748, 0.36314], [-3.14652, 0.08374, -1.04927], [-1.62623, 0.24053, 0.58551], [-3.92204, 1.44410, 0.87814], [-5.21747, 1.25688, 0.90224], [-3.69413, 1.87019, 2.14956], [-3.71199, 2.45526, 0.04815], [-4.36703, -0.35751, -1.56005], [-4.20995, -0.62524, -3.03382], [-3.75576, -1.59184, -3.25172], [-5.13656, -0.69311, -3.60381], [-3.56023, 0.15140, -3.43732], [-5.17399, 0.37513, -1.54769], [-4.74641, -1.29828, -1.16114], [-3.48591, -0.69675, 0.79691], [1.68496, -0.59731, 4.29323], [2.06080, -1.11867, 2.91013], [1.34592, -0.61241, 1.79217], [1.90133, 0.45951, 4.44952], [2.36118, -0.89712, 5.09383], [0.70912, -0.94317, 4.63413], [1.97698, -2.20318, 2.84005], [3.11880, -0.86715, 2.83616], [-1.85026, -3.64195, -0.73932], [-0.74536, -3.25992, 0.22412], [-0.29926, -2.13259, 0.02058], [-0.30475, -4.14533, 1.32416], [-2.29693, -4.60667, -0.49871], [-1.37810, -3.61110, -1.72127], [-2.68744, -2.94580, -0.68797], [-0.39033, -3.54010, 2.22665], [0.72826, -4.46550, 1.18822], [-0.85781, -5.06994, 1.48944], [3.81864, -1.80027, -2.48662], [3.01631, -2.36216, -1.32452], [2.14289, -1.62391, -0.70811], [3.04862, -3.83738, -1.09721], [3.26526, -1.94293, -3.41481], [4.83708, -2.18279, -2.55420], [3.87717, -0.71186, -2.49259], [3.23700, -4.39501, -2.01464], [2.01468, -4.00345, -0.79474], [3.74119, -4.01850, -0.27525], [-2.05456, 3.03909, -2.74293], [-0.99606, 3.16335, -1.61506], [-0.49884, 2.21425, -1.05734], [-0.44397, 4.60579, -1.49000], [-2.53385, 2.06039, -2.72034], [-1.44934, 3.15206, -3.64240], [-2.74916, 3.86629, -2.59672], [0.08422, 4.83278, -2.41607], [0.40721, 4.83170, -0.84771], [-1.27322, 5.29610, -1.33539], [-0.77116, 2.24083, 3.25546], [0.32101, 2.67935, 2.33243], [0.51607, 2.05375, 1.28410], [1.27479, 3.87435, 2.77881], [-1.67293, 2.83468, 3.10628], [-0.59447, 2.48904, 4.30202], [-1.16338, 1.23275, 3.12116], [0.81581, 4.86128, 2.72043], [2.14846, 3.77595, 2.13452], [1.60116, 3.70140, 3.80431], [-3.46350, -1.04202, 6.27650], [-3.12920, -1.86043, 5.02550], [-2.66497, -3.00308, 5.09603], [-3.23108, -1.09922, 3.72522], [-3.06675, -1.60701, 7.12000], [-4.54798, -0.94447, 6.32648], [-2.99639, -0.05862, 6.32955], [-4.24540, -1.28498, 3.37201], [-2.50057, -1.39880, 2.97375], [-3.11480, -0.04795, 3.98868]],
  "atomic_forces_ev_per_a": [[0.6, -0.1, 0.6], [0.0, -1.2, 3.3], [-0.1, 1.7, -1.7], [0.7, 1.2, -1.6], [1.0, 1.7, 2.2], [-1.4, -0.6, -0.6], [-1.4, 0.6, 0.2], [1.9, -2.0, 0.4], [-1.0, -2.2, 1.7], [0.6, -1.4, -0.4], [-0.1, 0.7, -0.8], [0.4, 0.1, 0.3], [0.2, 0.9, 0.2], [-0.3, 0.1, -0.4], [0.3, 1.0, 0.2], [-0.2, 0.1, -0.2], [-2.4, -0.4, 0.8], [0.2, -0.1, 0.4], [0.6, 0.6, 0.0], [-5.3, -1.7, 2.9], [2.1, -2.1, -4.7], [-2.3, 0.7, 0.1], [4.2, 1.5, 2.0], [1.9, 1.4, -0.8], [-2.0, -0.9, -0.4], [0.1, 0.4, 0.5], [0.0, -0.2, -0.3], [0.3, -0.1, -0.1], [0.3, -0.6, -0.1], [-0.4, 0.0, 0.0], [0.5, -0.1, 0.4], [3.7, -0.6, -0.5], [-0.7, 0.3, 0.5], [-1.8, 0.5, 0.3], [1.6, 0.1, 0.2], [-1.7, -1.2, -0.6], [1.1, -0.3, -0.3], [0.4, 1.0, -0.3], [-1.2, -0.3, -1.4], [0.8, -0.5, -0.9], [0.5, 0.0, 0.2], [-0.3, 0.5, 0.3], [-0.1, 0.0, -0.3], [0.0, 0.4, 0.8], [0.1, 0.0, 0.9], [-0.2, -0.1, 0.4], [0.0, -0.1, 0.6], [-0.1, 0.5, -1.1], [-0.9, 1.4, -1.2], [-0.9, 0.5, -0.7], [0.4, -1.1, -0.2], [-0.3, 0.6, -0.1], [0.1, -0.3, 0.4], [0.4, -0.1, -0.5], [-0.1, -0.8, 0.6], [-1.0, 1.9, -1.6], [0.1, -1.1, 0.8], [0.3, -0.3, 0.7], [0.3, -0.3, -0.3], [-0.3, 0.0, -0.1], [0.4, 0.5, -0.1], [0.3, 0.0, 0.2], [0.2, 0.4, 0.1], [-0.4, 0.2, -0.4], [0.0, 0.9, 0.5], [-3.3, 3.8, 0.3], [3.8, -3.1, -2.2], [-0.9, 0.8, 0.4], [-0.1, -0.7, 0.0], [-0.2, -0.4, -0.1], [-0.1, 0.1, 0.6], [0.4, 0.1, 0.2], [0.2, -0.6, 0.3], [0.0, -0.5, -0.1], [0.9, -0.1, 1.5], [0.8, 0.4, -0.9], [-0.2, 0.0, -0.1], [0.2, -0.4, -0.1], [0.0, 0.2, 0.1], [-0.3, 0.1, -0.2], [-0.1, -0.1, -0.4], [-0.7, 0.0, -0.7], [-0.5, -0.7, 0.9], [0.2, 0.1, -0.1], [-0.9, 0.5, 0.6], [0.7, -0.6, -0.6], [0.2, 1.3, 1.6], [-0.6, -1.7, -0.9], [0.0, 0.4, -0.6], [0.6, -0.3, 0.1], [0.7, -0.1, -0.2], [-0.1, -0.1, -0.1], [-0.2, 0.4, -0.1], [-0.2, 0.0, 0.1], [0.2, -1.1, 0.1], [2.1, -0.9, 0.2], [-1.2, 1.8, 0.0], [-0.2, -0.2, 0.6], [-0.4, -0.1, 0.1], [0.0, 0.1, 0.2], [-0.1, 0.0, -0.5], [-0.1, 0.3, -0.3], [0.0, -0.1, 0.1], [-0.1, 0.1, -0.5]]
}

# 2
{
  "formula": "C18H18N7O2S2Tc",
  "method": "ωB97M-V/def2-TZVPD",
  "homo_energy_ha": [-0.565, -0.562],
  "energy_ha": -2106.60580,
  "orbital_gap_ev": [5.71, 3.02],
  "multiplicity": 4,
  "total_charge": 3,
  "species": ["Tc", "N", "C", "C", "C", "C", "C", "C", "S", "O", "O", "N", "C", "N", "C", "C", "C", "N", "H", "H", "H", "H", "H", "H", "H", "H", "H", "N", "C", "S", "C", "C", "C", "N", "C", "C", "H", "H", "H", "H", "H", "H", "C", "C", "N", "H", "H", "H"],
  "coordinates": [[0.10797, 0.07517, 0.63941], [-3.05117, -5.45929, -4.45577], [-2.30156, -4.63624, -3.65867], [-0.90773, -4.87873, -3.47560], [-0.17026, -4.12046, -2.58772], [-0.82069, -3.10013, -1.91611], [-2.14211, -2.75677, -2.17328], [-2.90362, -3.52291, -3.01582], [0.08246, -2.04971, -0.88831], [-0.41633, -2.07971, 0.54975], [-0.29791, -0.64452, -1.37748], [1.64343, -2.28222, -1.03714], [2.50442, -1.48468, -0.38267], [3.77409, -1.82328, -0.32528], [4.69309, -1.03210, 0.15745], [4.37791, 0.28594, 0.64454], [3.01921, 0.54661, 0.68435], [2.06032, -0.31414, 0.22718], [-2.73451, -6.41464, -4.51186], [-4.07405, -5.32382, -4.48107], [-0.48452, -5.75799, -3.91703], [0.89265, -4.25612, -2.54136], [-2.59236, -1.87621, -1.69428], [-3.94328, -3.26175, -3.19700], [5.69069, -1.40297, 0.05912], [5.14767, 0.94975, 1.02657], [2.64280, 1.47963, 1.08696], [-2.22133, 6.68840, 1.54824], [-1.70882, 5.98151, 0.47961], [-1.92050, 6.41203, -1.10022], [-1.14084, 4.68280, 0.75693], [-1.51323, 3.84539, 1.80878], [-1.04523, 2.54870, 1.85010], [-0.20004, 2.01790, 0.90258], [0.14835, 2.83958, -0.09638], [-0.24744, 4.14130, -0.17449], [-2.78464, 7.49480, 1.35018], [-1.70447, 6.69999, 2.41800], [-2.22768, 4.14376, 2.61293], [-1.28117, 1.85118, 2.64240], [0.76231, 2.31336, -0.80639], [0.18562, 4.76625, -0.94492], [1.36241, -0.33027, 5.01495], [0.91548, -0.01160, 3.70068], [0.45181, 0.23491, 2.65940], [1.61147, -1.40330, 5.02934], [0.52283, -0.07632, 5.68400], [2.23850, 0.30091, 5.22539]],
  "atomic_forces_ev_per_a": [[-0.6, -1.6, 1.2], [0.3, 1.1, 2.2], [-0.9, -0.7, -1.0], [-0.2, -0.4, 0.7], [-0.3, -0.4, -1.0], [0.7, -0.5, -0.6], [-1.3, 0.6, 0.5], [-0.1, 0.6, -0.1], [2.4, 2.7, 0.8], [0.8, 0.4, -1.4], [-0.2, -0.8, 0.8], [-2.9, -1.3, -0.3], [-0.5, 1.3, 1.0], [-0.1, -0.9, -0.7], [-0.6, 1.8, 0.0], [-0.7, -1.5, -0.3], [0.9, 0.1, 0.2], [0.7, 0.1, 0.1], [0.1, -0.4, -0.8], [0.7, 0.0, -0.2], [0.4, -0.1, -0.5], [0.3, -0.2, 0.4], [0.2, -0.5, -0.2], [0.2, -0.1, 0.0], [0.6, -0.1, 0.4], [-0.3, 0.0, -0.2], [0.0, 0.0, 0.1], [0.9, -1.1, -0.7], [-1.5, 2.2, 0.1], [-0.1, -0.1, 0.7], [0.8, -1.3, -0.3], [-0.8, -0.4, 1.1], [0.7, -0.7, -0.1], [-1.3, 1.8, -0.2], [0.4, -0.2, -0.2], [0.7, 0.3, -0.3], [0.0, 0.3, -0.1], [-0.2, 0.0, 0.0], [0.7, -0.1, -0.9], [-0.3, 0.3, 0.1], [0.4, 0.6, -0.6], [-0.3, -0.1, -0.1], [0.1, 0.2, 0.4], [-1.4, 0.5, -2.5], [1.4, -1.2, 1.9], [0.0, 0.4, 0.3], [0.5, -0.3, 0.1], [-0.2, -0.3, 0.2]]
}

# 3
{
  "formula": "C3H18N2O4S",
  "method": "ωB97M-V/def2-TZVPD",
  "homo_energy_ha": -0.336,
  "energy_ha": -933.74280,
  "orbital_gap_ev": 9.70,
  "multiplicity": 1,
  "total_charge": 0,
  "smiles": "NC[C@@H](N)CS.O.O.O.O",
  "species": ["N", "C", "C", "N", "C", "S", "H", "H", "H", "H", "H", "H", "H", "H", "H", "H", "O", "H", "H", "O", "H", "H", "O", "H", "H", "O", "H", "H"],
  "coordinates": [[1.64613, 1.52057, 0.27905], [1.81944, 0.55287, -0.81633], [0.51263, -0.18141, -1.04655], [-0.41310, 0.77297, -1.72396], [0.69644, -1.37226, -2.01255], [0.06521, -2.98628, -1.54838], [1.55808, 1.03938, 1.16922], [2.48377, 2.10434, 0.34679], [2.57909, -0.17956, -0.52823], [2.15295, 0.99744, -1.75153], [0.02660, -0.51074, -0.13458], [-0.67269, 0.64857, -2.69364], [-0.31316, 1.75560, -1.55718], [1.78100, -1.54642, -2.01535], [0.53414, -1.13983, -3.06587], [-1.03622, -2.75834, -0.82109], [-1.37159, -2.19019, 1.80399], [-2.23977, -2.10271, 2.16098], [-1.26523, -1.42500, 1.26309], [0.95646, -0.09455, 2.60224], [0.27215, 0.38071, 3.11890], [0.56294, -0.92913, 2.34715], [-2.41707, 0.52769, 0.22123], [-3.18446, 0.97266, -0.13709], [-1.68780, 0.62978, -0.42353], [-1.10300, 2.06665, 1.97195], [-1.69389, 1.58567, 1.39290], [-0.24903, 1.86153, 1.59836]],
  "atomic_forces_ev_per_a": [[0.5, 0.8, -0.8], [0.3, -0.8, 1.6], [-0.8, 1.0, -2.6], [-1.1, -0.2, 0.4], [1.4, 0.2, 0.4], [0.0, -0.8, 0.0], [0.1, -0.3, -0.1], [-0.5, -0.1, 0.0], [0.1, -0.2, -0.1], [-0.1, 0.3, 0.0], [0.3, -0.1, 0.4], [0.4, -0.5, 0.2], [0.6, 0.3, 0.5], [-0.1, -0.3, 0.1], [-0.7, 0.2, 0.2], [0.0, 0.5, -0.1], [1.0, -0.9, 0.2], [-1.0, 0.1, 0.5], [-0.2, 1.0, -0.7], [-0.2, 0.6, 0.5], [0.4, -0.4, -0.5], [-0.3, -0.4, 0.2], [-0.1, -0.5, 0.5], [-0.1, 0.1, -0.3], [-0.2, 0.1, -0.8], [0.2, 0.5, 0.9], [-0.6, -0.4, -0.2], [0.6, 0.2, -0.3]]
}